Entry from the OMol25 dataset: a molecular structure, C31H54AsCdNO4STe (ωB97M-V/def2-TZVPD).

Geometry as XYZ:
```
94
Properties=species:S:1:pos:R:3:forces:R:3
Cd -0.816 0.717 -0.014 0.1 0.1 0.1
C -0.227 4.133 1.477 0.0 0.0 0.0
C 0.653 2.907 1.410 0.0 0.0 0.0
C 1.527 2.714 0.325 0.0 0.0 0.0
C 1.562 3.698 -0.818 0.0 0.0 0.0
C 2.380 1.606 0.308 0.0 0.0 0.0
C 3.339 1.416 -0.842 0.0 0.0 0.0
C 2.357 0.686 1.362 0.0 0.0 0.0
C 3.179 -0.574 1.290 0.0 0.0 0.0
C 1.531 0.906 2.465 0.0 0.0 0.0
C 1.587 -0.027 3.646 0.0 0.0 0.0
C 0.637 1.983 2.464 0.0 0.0 0.0
C -0.368 2.116 3.583 0.0 0.0 0.0
H -1.198 3.967 0.997 0.0 0.0 0.0
H 0.241 4.981 0.984 0.0 0.0 0.0
H -0.414 4.426 2.508 0.0 0.0 0.0
H 2.369 4.426 -0.689 0.0 0.0 0.0
H 0.625 4.236 -0.918 -0.1 0.0 0.0
H 1.723 3.188 -1.767 0.0 0.0 0.0
H 2.867 0.857 -1.655 0.0 0.0 0.0
H 4.229 0.874 -0.532 0.0 0.0 0.0
H 3.670 2.372 -1.243 0.0 0.0 0.0
H 4.159 -0.459 1.766 0.0 0.0 0.0
H 3.342 -0.874 0.257 0.0 0.0 0.0
H 2.662 -1.396 1.783 0.0 0.0 0.0
H 0.868 -0.842 3.533 0.0 0.0 0.0
H 1.358 0.498 4.572 0.0 0.0 0.0
H 2.578 -0.462 3.758 0.0 0.0 0.0
H 0.035 2.668 4.437 0.0 0.0 0.0
H -0.672 1.132 3.936 0.0 0.0 0.0
H -1.266 2.635 3.252 0.0 0.0 0.0
C -3.225 -1.104 2.522 0.0 0.0 -0.1
S -1.893 -1.585 1.456 0.0 0.1 0.0
O -1.613 -2.968 1.730 0.0 -0.1 -0.1
O -0.773 -0.654 1.789 -0.1 0.1 -0.1
O -2.315 -1.252 0.082 -0.1 -0.2 0.0
H -2.934 -1.320 3.547 0.0 0.0 0.0
H -4.102 -1.686 2.249 0.0 0.0 0.0
H -3.415 -0.042 2.392 0.0 0.0 0.0
C -1.179 -1.871 -4.451 0.0 0.0 0.0
N -0.228 -1.034 -3.744 0.0 0.0 -0.1
C 0.601 -0.121 -4.514 0.0 0.0 0.0
C -0.268 -0.926 -2.423 0.0 0.0 0.0
O 0.437 -0.133 -1.781 0.0 0.0 0.0
H -1.901 -1.257 -4.992 0.0 0.0 0.0
H -1.713 -2.494 -3.736 0.0 0.0 0.0
H -0.656 -2.515 -5.158 0.0 0.0 0.0
H 0.816 -0.569 -5.482 0.0 0.0 0.0
H 1.530 0.063 -3.982 0.0 0.0 0.0
H 0.088 0.832 -4.664 0.0 0.0 0.0
H -0.977 -1.594 -1.924 0.0 0.0 0.0
C -6.985 4.878 1.495 0.0 0.0 0.0
C -5.842 4.287 0.717 0.0 0.0 0.0
C -4.803 5.076 0.246 0.0 0.0 0.0
C -3.739 4.542 -0.474 0.0 0.0 0.0
C -2.695 5.490 -1.003 0.0 0.0 0.0
C -3.694 3.159 -0.712 0.0 0.0 -0.1
Te -2.015 2.377 -1.783 -0.1 0.0 0.1
C -4.766 2.355 -0.303 0.0 0.0 0.0
C -4.908 0.895 -0.641 0.0 -0.1 0.0
C -5.809 2.934 0.417 0.0 0.0 0.0
H -6.827 5.940 1.681 0.0 0.0 0.0
H -7.102 4.381 2.459 0.0 0.0 0.0
H -7.927 4.768 0.955 0.0 0.0 0.0
H -4.823 6.144 0.433 0.0 0.0 0.0
H -2.938 6.515 -0.726 0.0 0.0 0.0
H -2.626 5.435 -2.090 0.0 0.0 0.0
H -1.705 5.252 -0.616 0.0 0.0 0.0
H -4.045 0.493 -1.160 0.0 0.0 0.0
H -5.786 0.747 -1.274 0.0 0.0 0.0
H -5.062 0.300 0.259 0.0 0.0 0.1
H -6.631 2.300 0.736 0.0 0.0 0.0
C -1.509 -4.444 -1.340 0.0 0.0 0.0
C -0.027 -4.363 -1.685 0.1 0.0 0.0
As 1.043 -3.353 -0.361 0.0 0.0 0.0
C 1.171 -4.791 0.977 0.0 0.0 -0.1
C 1.694 -4.288 2.316 0.0 0.0 0.0
C 2.765 -3.580 -1.329 0.0 -0.1 0.1
C 3.975 -3.809 -0.428 0.0 0.0 0.0
H -2.064 -4.999 -2.101 0.0 0.0 0.0
H -1.962 -3.456 -1.237 0.0 0.0 0.0
H -1.666 -4.942 -0.383 0.0 0.0 0.0
H 0.129 -3.870 -2.651 0.0 0.0 0.0
H 0.410 -5.361 -1.776 0.0 0.0 0.0
H 1.768 -5.618 0.585 0.0 0.0 0.0
H 0.146 -5.150 1.092 0.0 0.0 0.0
H 2.719 -3.919 2.236 0.0 0.0 0.0
H 1.688 -5.078 3.069 0.0 0.0 0.0
H 1.070 -3.470 2.680 0.0 0.0 0.0
H 2.899 -2.671 -1.921 0.0 0.0 0.0
H 2.659 -4.411 -2.030 0.0 0.0 0.0
H 4.096 -3.005 0.297 0.0 0.0 0.0
H 4.896 -3.866 -1.011 0.0 0.0 0.0
H 3.882 -4.741 0.130 0.0 0.0 0.0
```
Positions in Å, forces in eV/Å.

Calculated values
highest occupied orbital energy	-7.387	eV
ΔE to the lowest compared entry with this formula, charge and spin	66.5	kJ/mol
largest force on an atom	0.2	eV/Å

---

Entry from the OMol25 dataset: 5 unconnected molecules or ions with the total composition C31H54Br2IN7O8P (ωB97M-V/def2-TZVPD).

Geometry as XYZ:
```
104
Properties=species:S:1:pos:R:3:forces:R:3
C 1.996 3.773 3.579 0.2 -0.2 0.1
C 2.134 2.670 2.520 0.0 0.4 0.1
C 0.859 2.457 1.687 0.9 0.1 0.4
I 0.847 3.777 0.016 -0.3 0.0 0.0
N 0.785 1.041 1.284 -0.3 0.6 -0.6
C 1.204 0.530 0.082 0.2 -0.3 0.0
C 1.073 -0.809 0.145 0.1 -0.1 -0.3
C 1.464 -1.773 -0.930 0.2 0.4 0.0
P 0.478 -1.620 -2.453 -1.1 -1.8 -0.3
O -0.497 -2.717 -2.531 -0.1 0.0 0.4
O -0.246 -0.201 -2.559 0.9 0.3 0.1
O 1.490 -1.689 -3.677 0.0 1.1 0.3
N 0.547 -1.102 1.395 0.1 -0.1 0.0
C 0.271 -2.495 1.768 -0.5 -0.2 0.0
Br 0.822 -2.877 3.576 0.1 0.0 0.0
C -1.146 -2.997 1.322 -0.1 0.5 0.1
C -1.964 -2.000 0.518 -0.2 -0.1 0.1
Br -2.222 -3.753 2.747 -0.1 0.0 0.1
C 0.368 0.052 2.069 -0.1 -0.4 0.4
C -0.140 0.264 3.457 -0.2 0.5 -0.2
C -1.605 -0.127 3.697 0.8 0.1 0.1
C -2.653 0.480 2.805 -0.3 -0.4 -0.2
O -3.731 -0.035 2.720 -0.1 0.2 0.1
N -2.308 1.687 2.070 -0.4 -0.1 0.2
C -3.389 2.633 1.977 0.2 -0.1 -0.3
C -4.182 2.942 3.058 0.2 -0.4 0.6
C -5.225 3.837 2.950 0.1 -0.2 0.1
C -5.468 4.453 1.740 -0.3 0.2 0.2
C -4.657 4.169 0.660 -0.3 0.4 -0.2
C -3.632 3.256 0.770 0.2 0.1 -0.4
H 0.974 4.100 3.745 -0.1 0.1 -0.1
H 2.375 3.403 4.529 0.0 0.0 0.1
H 2.592 4.643 3.330 -0.1 0.2 -0.1
H 2.963 2.919 1.865 0.1 -0.2 -0.2
H 2.400 1.735 3.008 -0.1 -0.2 0.0
H -0.013 2.716 2.269 -0.3 -0.1 -0.1
H 1.614 1.083 -0.738 0.0 0.4 0.1
H 2.524 -1.632 -1.141 0.1 0.1 -0.1
H 1.326 -2.805 -0.628 -0.1 -0.2 -0.1
H -0.804 -0.044 -1.785 -0.2 0.1 -0.2
H 1.018 -1.337 -4.449 0.3 -0.1 -0.2
H 0.966 -3.078 1.187 0.2 -0.1 0.0
H -0.952 -3.854 0.694 0.0 0.0 0.1
H -1.645 -2.018 -0.521 0.2 0.1 -0.2
H -3.000 -2.321 0.516 -0.1 0.0 0.0
H -1.954 -0.990 0.916 0.0 0.1 0.0
H -0.021 1.323 3.662 0.0 0.1 0.0
H 0.512 -0.247 4.154 0.0 -0.2 0.1
H -1.850 0.205 4.707 -0.1 0.0 0.1
H -1.711 -1.207 3.703 -0.2 -0.1 -0.1
H -2.157 1.375 1.112 0.4 0.0 0.0
H -3.995 2.440 3.997 -0.1 0.0 0.2
H -5.836 4.018 3.820 -0.2 0.1 0.0
H -6.288 5.148 1.646 -0.1 0.1 -0.1
H -4.852 4.673 -0.273 0.1 0.0 -0.2
H -3.029 3.056 -0.106 0.2 -0.1 0.0
C -0.746 6.849 4.603 0.1 0.1 -0.1
O -0.111 6.128 3.849 -0.1 -0.1 0.0
N -2.082 6.855 4.703 -0.2 0.0 0.1
C -2.786 7.749 5.604 0.0 -0.1 -0.1
C -2.844 5.936 3.874 0.3 0.1 0.0
H -0.256 7.581 5.265 0.0 0.0 0.0
H -3.371 7.178 6.327 0.0 0.0 0.0
H -3.458 8.401 5.044 0.0 0.0 0.0
H -2.070 8.366 6.143 0.0 0.0 0.0
H -2.559 4.908 4.094 0.0 0.0 0.0
H -2.633 6.128 2.821 -0.1 -0.1 0.0
H -3.906 6.064 4.058 0.0 0.0 0.1
C -0.819 0.139 -7.453 -0.1 0.0 0.1
O -0.945 1.336 -7.606 0.1 0.0 0.0
N 0.219 -0.588 -7.918 0.0 -0.1 0.1
C 0.331 -2.018 -7.700 0.1 0.3 -0.1
C 1.260 0.100 -8.665 -0.1 0.0 0.0
H -1.559 -0.466 -6.899 0.0 0.0 0.0
H 1.250 -2.231 -7.148 0.0 -0.2 0.0
H 0.362 -2.540 -8.657 0.0 -0.1 0.1
H -0.521 -2.381 -7.129 0.0 0.0 0.0
H 1.718 0.876 -8.052 0.0 0.0 0.0
H 0.839 0.577 -9.550 0.0 0.0 0.0
H 2.018 -0.618 -8.969 0.0 0.0 0.0
C 0.022 -6.589 0.334 0.0 -0.3 -0.2
O -0.016 -5.418 0.690 0.4 -0.1 0.0
N -0.447 -7.030 -0.836 0.0 -0.1 0.0
C -0.383 -8.430 -1.217 -0.1 0.1 0.0
C -1.046 -6.070 -1.754 0.1 0.0 0.1
H 0.451 -7.379 0.968 0.0 0.0 0.0
H 0.201 -8.546 -2.131 0.0 0.0 0.0
H -1.386 -8.822 -1.387 0.0 0.0 0.0
H 0.089 -9.005 -0.424 0.0 0.0 0.0
H -0.325 -5.299 -2.026 -0.1 0.0 0.0
H -1.901 -5.583 -1.284 0.0 0.0 0.0
H -1.375 -6.589 -2.649 0.0 0.0 0.0
C 5.364 -1.116 -2.014 -0.1 0.1 -0.2
O 5.005 -0.540 -0.999 -0.2 -0.1 0.1
N 6.257 -2.112 -2.062 0.1 -0.1 0.0
C 6.629 -2.757 -3.307 0.0 0.0 0.1
C 6.875 -2.554 -0.820 -0.1 0.1 0.0
H 4.960 -0.850 -3.006 0.0 0.0 0.0
H 6.395 -3.822 -3.268 0.0 0.0 0.0
H 7.697 -2.639 -3.492 0.0 0.0 0.0
H 6.080 -2.308 -4.132 0.0 0.0 0.0
H 6.114 -2.906 -0.123 0.0 0.0 0.0
H 7.409 -1.729 -0.349 0.0 0.0 0.0
H 7.570 -3.361 -1.033 0.0 0.0 0.0
```
Positions in Å, forces in eV/Å.

Calculated values
highest occupied orbital energy	-10.868	eV
ΔE to the lowest compared entry with this formula, charge and spin	0.0	kJ/mol
largest force on an atom	2.1	eV/Å
net charge	+1

---

What is the highest occupied orbital energy in the first record?
-7.387 eV